(1)
{"formula": "C12H36KO16P4", "method": "wB97M-V/def2-TZVPD", "symbols": ["C", "H", "P", "H", "H", "H", "O", "H", "H", "O", "H", "H", "O", "O", "H", "C", "O", "C", "C", "C", "C", "O", "O", "H", "H", "P", "H", "O", "H", "H", "H", "C", "H", "H", "O", "H", "H", "C", "O", "C", "H", "O", "H", "O", "O", "H", "H", "H", "H", "P", "H", "O", "H", "H", "C", "O", "H", "H", "H", "K", "C", "H", "H", "P", "C", "H", "H", "O", "H"], "positions_angstrom": [[-4.2388, 1.3975, -2.8114], [-4.2651, -3.4033, -0.7881], [2.7035, 0.5488, -2.1944], [2.2635, -6.0533, 2.2282], [-2.7263, -2.8136, -0.5596], [0.4564, -1.4268, -4.0999], [2.7262, -4.4294, 0.8669], [0.3860, 1.6758, 4.7583], [0.8873, 7.0471, 2.8371], [3.3270, 1.2566, -3.4844], [0.1579, -0.0638, -3.0544], [1.5422, 1.2075, -4.4883], [1.7723, 1.4038, -1.3956], [-1.8529, -0.0714, -1.4833], [-4.1454, 1.5490, -1.7361], [1.4782, 6.1711, 3.1047], [1.1297, -2.3520, 0.3979], [2.5530, 1.5999, -4.5998], [1.7410, -1.8591, 3.6159], [-0.2739, 2.1875, 4.0576], [-3.2353, -2.6646, -4.1306], [0.1668, 3.4914, 3.7680], [-3.6901, 0.2562, -3.3831], [4.0051, -1.4989, -0.0382], [-0.7185, 5.9602, 0.4610], [0.0868, 4.1001, 2.2754], [2.9061, -0.2082, 0.3797], [2.1241, -0.8674, -2.8573], [-3.1686, -3.7310, -3.9150], [4.6390, 0.1297, 0.4827], [2.0751, -2.1484, 4.6122], [0.6887, -1.0137, -3.1184], [-3.8757, -2.1867, 0.4990], [-1.7634, -4.4310, 2.1755], [1.3334, 5.1206, 2.1208], [-2.4463, 5.8118, 0.7727], [2.5824, 2.6880, -4.5427], [-1.4748, 5.9549, 1.2458], [-1.2272, 5.1178, 2.3567], [3.8761, -0.4171, -0.0714], [0.2623, -1.7016, -2.3883], [0.4426, -4.3636, 2.1030], [1.1361, 5.8624, 4.0925], [-2.3767, -1.9941, -3.2198], [2.3361, -2.7136, 2.7472], [-3.9253, 2.2625, -3.3958], [-4.2898, -2.4565, -3.9494], [-5.3270, 1.3700, -2.8678], [-1.2474, 2.3198, 4.5296], [-2.9316, -0.7784, -2.2769], [-0.9626, -3.1438, 2.9561], [-4.1041, -1.4744, -1.4327], [3.8421, -5.6392, 1.9193], [-1.5652, 6.9910, 1.5720], [-0.8688, -3.8128, 2.1007], [3.9977, -0.0049, -1.4101], [-1.1727, -3.2412, 1.2237], [2.0631, -0.8266, 3.4807], [3.0365, -6.5173, 0.6425], [-0.0740, 0.3652, 0.5777], [2.8923, -5.7413, 1.3943], [2.5150, 6.4973, 3.1871], [-0.4478, 1.5091, 3.2224], [1.5752, -3.3534, 1.4457], [-3.7599, -2.4678, -0.5478], [-2.9904, -2.5132, -5.1819], [0.6548, -1.9240, 3.6789], [-0.1202, 3.2000, 1.1056], [2.9045, 1.2548, -5.5722]], "lowdin_charge": [-0.15, 0.11, 0.50, 0.09, 0.07, 0.09, -0.22, 0.10, 0.09, -0.21, 0.06, 0.08, -0.29, -0.33, 0.09, -0.08, -0.30, -0.09, -0.15, -0.10, -0.09, -0.20, -0.20, 0.09, 0.09, 0.50, 0.05, -0.22, 0.09, 0.10, 0.11, -0.11, 0.10, 0.10, -0.21, 0.09, 0.10, -0.13, -0.23, -0.11, 0.07, -0.20, 0.09, -0.23, -0.20, 0.10, 0.09, 0.09, 0.10, 0.57, 0.08, -0.19, 0.09, 0.09, -0.13, -0.19, 0.06, 0.09, 0.10, 0.77, -0.11, 0.10, 0.05, 0.60, -0.14, 0.10, 0.08, -0.29, 0.10], "de_lowest_kj_mol": 366.9, "e_lumo_ha": -0.092, "total_charge": 1, "fmax_ha_per_bohr": 0.091, "e_homo_ev": -12.571, "orbital_gap_ev": 10.06, "mol_weight_da": 599.4, "total_energy_ev": -99271.6840}

=====

(2)
{"formula": "C12H36N3O4PSSi", "method": "wB97M-V/def2-TZVPD", "symbols": ["C", "H", "C", "H", "H", "H", "C", "H", "N", "N", "H", "Si", "H", "H", "H", "C", "H", "H", "H", "C", "C", "H", "H", "H", "H", "H", "H", "H", "C", "H", "H", "S", "C", "H", "H", "O", "C", "O", "H", "H", "H", "H", "H", "N", "H", "C", "H", "H", "H", "O", "C", "O", "P", "H", "H", "H", "H", "C"], "positions_angstrom": [[3.4707, -4.4981, -1.1722], [-1.3894, 0.0138, 2.6292], [0.5108, 4.5509, 2.6931], [-1.8065, 1.2428, 4.8256], [-0.1895, -5.6226, -3.1396], [-0.7894, 3.9012, -4.2786], [0.5158, -4.8629, -2.7861], [0.5568, -4.0613, -3.5281], [0.0698, -4.3600, -1.4823], [0.1307, 1.6980, 4.1562], [-1.9606, -4.0932, -1.9229], [-2.4861, 2.3346, -2.4225], [0.8840, 3.6414, 2.2184], [0.7432, 4.5904, 5.9579], [0.6626, 1.2979, 1.3319], [-1.0133, -2.1965, -2.3709], [-2.0094, -1.7383, -2.3714], [1.6927, -2.0281, -1.3159], [1.9681, -6.2738, -1.9441], [0.3774, 4.1046, 5.0456], [-0.2845, 1.2120, 0.7988], [-0.7682, -2.3736, -3.4225], [1.7126, 2.4331, 5.2594], [-0.6858, 4.3557, 4.9823], [-0.2072, 1.5818, -4.1702], [1.7318, -0.4387, -2.0615], [0.5811, 1.9565, 3.2830], [-1.3595, -3.2273, -0.5161], [-1.1178, -3.5009, -1.5504], [-1.6887, 2.7713, 3.9339], [3.7954, -5.5101, -0.9024], [-3.9884, 3.7406, -3.2047], [-1.3246, 1.7416, 3.9780], [0.8227, -3.8279, -1.0554], [1.3981, -1.8502, -3.0800], [1.1073, 4.7047, 3.9735], [1.9228, -5.4804, -2.6986], [2.9105, -4.4644, -2.4762], [-2.8445, 1.0146, 2.6445], [-2.4552, 2.4950, -0.9646], [0.2202, 2.2602, 6.1722], [-5.1499, 3.0326, -3.5910], [-2.9722, 1.0056, -2.8336], [0.5523, 2.9837, -2.2882], [0.8241, 5.3899, 2.0674], [1.2355, -1.4115, -2.0921], [2.7640, -4.1247, -0.4307], [-0.1853, 1.7438, -0.1536], [-0.4971, 0.1584, 0.5822], [-1.3412, 1.8134, 1.5317], [0.6281, 2.5895, 5.2104], [-0.1418, -1.2168, -1.8026], [-0.5880, 2.7497, -3.4158], [2.1585, -5.9321, -3.6664], [-0.5813, 4.5435, 2.7378], [1.2813, 2.2364, -2.4127], [4.3485, -3.8430, -1.1618], [-1.7517, 1.0471, 2.6726]], "lowdin_charge": [-0.11, 0.12, -0.10, 0.12, 0.12, -0.03, -0.21, 0.10, -0.06, -0.06, 0.12, 0.18, 0.07, 0.12, 0.07, -0.21, 0.11, 0.07, 0.12, -0.22, -0.12, 0.11, 0.12, 0.11, -0.02, 0.08, 0.06, 0.12, -0.19, 0.10, 0.09, 0.26, -0.21, 0.06, 0.09, -0.18, -0.20, -0.20, 0.12, -0.07, 0.11, -0.17, -0.09, -0.40, 0.09, -0.09, 0.07, 0.04, 0.08, -0.22, -0.20, -0.21, 0.48, 0.12, 0.09, -0.04, 0.09, -0.20], "e_lumo_ha": 0.006, "fmax_ha_per_bohr": 0.060, "e_homo_ev": -8.460, "smiles": "N=[PH2][SiH2]S.COCCNCCOC.COCCNCCOC", "orbital_gap_ev": 8.62, "mol_weight_da": 377.6, "total_energy_ev": -53685.2895}